1.
This record from OMol25 describes a molecular structure, C35H66Cl2GeN8O7PSeTi in a non-equilibrium geometry. The level of theory is the ωB97M-V functional and the def2-TZVPD basis.

Cartesian coordinates (Å):
Ti: 0.956 1.446 -0.417
O: 1.954 0.782 0.894
C: 3.262 0.750 0.917
C: 4.096 1.076 -0.177
C: 5.491 1.141 -0.014
C: 6.298 1.531 -1.058
C: 5.775 1.820 -2.321
C: 4.412 1.743 -2.512
C: 3.554 1.407 -1.466
O: 2.240 1.442 -1.646
N: 7.726 1.685 -0.831
O: 8.171 1.374 0.260
O: 8.404 2.123 -1.743
H: 3.730 0.448 1.850
H: 5.933 0.921 0.948
H: 6.440 2.111 -3.120
H: 3.972 1.973 -3.474
O: -0.736 -0.751 1.406
H: -0.752 -0.449 0.476
H: -0.286 -0.059 1.927
N: 2.128 -1.601 -0.859
H: 1.798 -2.530 -0.625
H: 2.564 -1.643 -1.774
H: 1.306 -1.000 -0.926
Cl: 0.591 3.772 -1.986
C: 1.005 4.474 -0.403
Cl: 2.535 3.766 0.159
C: -0.054 3.931 0.593
O: -0.690 4.698 1.272
O: -0.108 2.645 0.556
H: 1.077 5.552 -0.461
C: 0.244 0.372 4.534
C: -0.159 0.992 5.898
N: -0.452 2.414 5.726
C: -1.596 2.554 4.826
C: -1.288 1.867 3.470
N: 0.096 1.368 3.468
C: 1.013 2.477 3.735
C: 0.712 3.077 5.137
H: -0.377 -0.488 4.280
H: 1.289 0.050 4.538
H: 0.640 0.895 6.637
H: -1.054 0.513 6.303
H: -1.792 3.620 4.690
H: -2.464 2.106 5.313
H: -1.397 2.570 2.647
H: -1.948 1.015 3.290
H: 0.882 3.230 2.958
H: 2.033 2.090 3.670
H: 0.493 4.145 5.067
H: 1.554 2.943 5.819
C: -1.487 -2.975 3.964
Ge: 0.118 -4.081 3.708
C: 0.129 -5.557 5.022
C: 0.092 -4.799 1.874
C: 1.761 -3.018 4.020
Se: 2.238 -1.904 2.470
C: 3.523 -3.166 1.722
H: -2.380 -3.591 3.853
H: -1.511 -2.187 3.210
H: -1.501 -2.528 4.959
H: -0.792 -6.136 4.947
H: 0.207 -5.165 6.036
H: 0.973 -6.226 4.849
H: -0.808 -5.397 1.726
H: 0.959 -5.428 1.672
H: 0.079 -3.968 1.166
H: 2.617 -3.654 4.245
H: 1.617 -2.354 4.873
H: 3.018 -4.095 1.466
H: 4.317 -3.359 2.440
H: 3.924 -2.697 0.827
N: -0.352 0.435 -1.210
P: -1.443 0.391 -2.324
N: -2.927 1.155 -2.133
C: -3.847 0.604 -1.131
C: -3.748 1.314 0.217
C: -4.021 2.805 0.032
C: -3.023 3.363 -0.978
C: -3.079 2.600 -2.298
N: -1.934 -1.195 -2.522
C: -1.119 -2.283 -1.953
C: -1.498 -3.621 -2.572
C: -2.996 -3.883 -2.415
C: -3.836 -2.692 -2.933
C: -2.945 -1.584 -3.492
N: -0.934 1.035 -3.793
C: 0.460 0.809 -4.174
C: 0.571 -0.222 -5.294
C: -0.205 0.276 -6.511
C: -1.664 0.503 -6.124
C: -1.771 1.437 -4.916
H: -3.631 -0.455 -1.009
H: -4.868 0.707 -1.522
H: -2.740 1.167 0.618
H: -4.464 0.873 0.913
H: -3.923 3.337 0.980
H: -5.043 2.952 -0.333
H: -2.025 3.242 -0.568
H: -3.197 4.426 -1.157
H: -2.289 2.963 -2.955
H: -4.046 2.784 -2.784
H: -1.273 -2.329 -0.868
H: -0.060 -2.087 -2.128
H: -0.927 -4.410 -2.079
H: -1.222 -3.634 -3.630
H: -3.206 -4.049 -1.357
H: -3.261 -4.797 -2.949
H: -4.443 -2.285 -2.123
H: -4.519 -3.016 -3.720
H: -3.544 -0.705 -3.731
H: -2.485 -1.936 -4.424
H: 1.005 0.480 -3.295
H: 0.900 1.758 -4.512
H: 0.149 -1.170 -4.946
H: 1.622 -0.385 -5.545
H: -0.135 -0.435 -7.337
H: 0.234 1.221 -6.848
H: -2.129 -0.456 -5.888
H: -2.213 0.948 -6.957
H: -2.808 1.490 -4.588
H: -1.460 2.444 -5.229

As for the expectation value of S²: 0.78. The spin multiplicity is 2. As for the HOMO-LUMO gap (spin up / spin down): 6.29 / 6.86 eV. The calculation puts the highest occupied orbital energy (spin up / spin down) at -6.61 / -7.51 eV. Its energy above the lowest of the compared OMol25 structures with the same formula, charge and spin is 184.78 kJ/mol.



2.
This record from OMol25 describes 3 unconnected molecules or ions with the total composition C35H66F2IN8O13P2S2 in a non-equilibrium geometry. The level of theory is the ωB97M-V functional and the def2-TZVPD basis.

Cartesian coordinates (Å):
O: -0.466 -2.487 0.280
P: -0.805 -1.807 -1.068
O: -1.515 -3.061 -2.026
O: -2.044 -0.696 -0.770
N: 0.691 -1.175 -1.724
C: 0.876 -1.774 -3.088
N: 1.223 -3.040 -3.383
C: 1.450 -4.038 -2.279
C: 2.641 -5.088 -2.538
C: 1.978 -6.557 -2.558
I: 3.450 -8.172 -2.558
P: 1.407 -3.502 -5.083
O: 1.150 -5.002 -5.336
O: 0.394 -2.654 -6.151
O: 3.069 -3.250 -5.471
N: 0.645 -0.632 -3.956
C: 0.435 0.729 -3.293
C: -1.131 1.073 -3.425
C: -2.027 -0.079 -4.112
C: -1.939 -0.071 -5.739
F: -2.512 1.191 -6.153
C: 1.515 1.649 -4.068
C: 0.964 2.324 -5.419
C: 0.408 3.825 -5.091
C: -0.665 4.353 -6.171
C: -2.190 4.328 -5.663
C: -2.893 5.794 -5.623
C: -4.134 5.810 -4.564
S: -5.770 5.402 -5.355
C: -6.475 3.957 -4.417
N: -6.769 2.650 -4.948
N: -7.236 1.818 -3.979
C: -7.313 2.564 -2.745
O: -6.833 3.863 -3.048
C: 0.934 0.282 -1.806
C: 0.445 1.233 -0.588
C: 0.046 2.742 -0.844
C: -0.340 3.456 0.489
C: -0.385 2.802 1.887
N: -0.017 1.441 2.058
C: 0.380 0.762 0.880
S: 2.807 0.353 -1.499
O: 3.603 -0.327 -2.569
O: 3.280 1.730 -1.152
F: 3.017 -0.577 -0.091
H: -2.474 -2.859 -2.164
H: -2.707 -0.688 -1.501
H: 1.698 -3.472 -1.301
H: 0.489 -4.635 -2.031
H: 3.305 -4.860 -3.437
H: 3.320 -5.060 -1.604
H: 1.192 -6.701 -3.379
H: 1.399 -6.662 -1.559
H: 1.017 -2.184 -6.770
H: 3.502 -2.807 -4.691
H: 1.240 -0.636 -4.795
H: -1.609 1.281 -2.391
H: -1.345 2.035 -4.033
H: -1.888 -1.123 -3.668
H: -3.128 0.210 -3.889
H: -2.609 -0.906 -6.133
H: -0.839 -0.185 -6.066
H: 1.853 2.521 -3.383
H: 2.472 1.071 -4.364
H: 0.089 1.777 -5.907
H: 1.819 2.469 -6.184
H: 1.266 4.575 -4.937
H: -0.151 3.794 -4.074
H: -0.586 3.645 -7.078
H: -0.409 5.445 -6.454
H: -2.345 3.855 -4.634
H: -2.790 3.738 -6.457
H: -2.150 6.636 -5.368
H: -3.384 5.983 -6.651
H: -3.932 5.091 -3.688
H: -4.222 6.874 -4.154
H: -7.676 2.149 -1.746
H: 0.055 3.236 -1.867
H: -0.616 4.571 0.424
H: -0.717 3.421 2.782
H: 0.712 -0.334 1.043
C: -1.514 -4.803 5.586
O: -0.139 -4.467 5.681
C: 0.616 -5.416 6.438
C: 1.625 -6.124 5.535
N: 0.950 -7.025 4.601
C: 1.832 -7.558 3.561
C: 2.399 -6.556 2.543
O: 1.412 -5.979 1.694
C: 0.793 -4.809 2.213
H: -2.029 -3.989 5.072
H: -1.650 -5.719 5.003
H: -1.956 -4.923 6.580
H: -0.027 -6.133 6.960
H: 1.163 -4.849 7.198
H: 2.320 -6.700 6.154
H: 2.193 -5.356 5.000
H: 0.191 -6.524 4.150
H: 1.250 -8.302 3.008
H: 2.660 -8.096 4.035
H: 3.070 -7.115 1.881
H: 3.018 -5.782 3.011
H: 1.469 -4.224 2.844
H: -0.111 -5.072 2.765
H: 0.489 -4.186 1.370
C: 3.759 2.920 6.588
O: 2.932 3.199 7.707
C: 2.873 4.591 8.023
C: 1.458 5.121 7.796
N: 1.141 5.172 6.368
C: -0.270 5.450 6.092
C: -1.291 4.383 6.516
O: -1.181 3.163 5.789
C: -0.262 2.230 6.339
H: 3.818 1.836 6.470
H: 3.330 3.342 5.674
H: 4.769 3.309 6.743
H: 3.613 5.174 7.463
H: 3.115 4.684 9.086
H: 1.378 6.128 8.220
H: 0.764 4.465 8.331
H: 1.379 4.280 5.946
H: -0.356 5.584 5.008
H: -0.542 6.409 6.548
H: -2.285 4.778 6.282
H: -1.289 4.201 7.596
H: -0.200 2.297 7.429
H: 0.726 2.361 5.893
H: -0.605 1.226 6.078

The charge is +1. As for the HOMO-LUMO gap: 5.49 eV. The calculation puts the highest occupied orbital energy at -9.99 eV. Its energy above the lowest of the compared OMol25 structures with the same formula, charge and spin is 1229.59 kJ/mol.



3.
This record from OMol25 describes 5 unconnected molecules or ions with the total composition C35H66F9I2NO7 in a non-equilibrium geometry. The level of theory is the ωB97M-V functional and the def2-TZVPD basis.

Cartesian coordinates (Å):
C: 1.585 -0.989 -4.527
C: 2.832 -0.141 -4.227
C: 3.544 -0.517 -2.902
O: 2.686 -1.105 -1.946
C: 2.589 -0.351 -0.744
C: 1.262 -0.678 -0.086
C: -0.003 -0.365 -0.930
C: 0.119 0.886 -1.832
C: -0.153 2.204 -1.051
I: -0.948 3.618 -2.504
C: 1.107 0.210 1.190
O: 1.523 1.296 1.377
N: 0.391 -0.495 2.187
C: 0.103 -1.869 1.747
O: -1.275 -1.831 1.408
C: -1.921 -3.107 1.402
C: -3.427 -2.844 1.651
C: 1.142 -2.045 0.631
I: 0.803 -3.727 -0.740
C: 2.517 -2.446 1.258
C: 2.451 -3.668 2.203
C: 3.033 -3.287 3.559
F: 2.589 -2.089 3.985
F: 4.361 -3.131 3.362
C: 2.871 -4.401 4.646
F: 1.965 -5.307 4.306
F: 4.027 -5.070 4.693
C: 2.632 -3.878 6.075
F: 2.743 -4.886 6.939
F: 3.578 -3.024 6.405
C: 1.220 -3.224 6.312
F: 0.643 -3.672 7.380
F: 1.406 -1.925 6.521
F: 0.416 -3.324 5.273
H: 1.875 -2.009 -4.796
H: 1.041 -0.613 -5.398
H: 0.916 -1.013 -3.667
H: 3.514 -0.273 -5.071
H: 2.552 0.919 -4.218
H: 4.350 -1.209 -3.177
H: 4.047 0.387 -2.540
H: 2.583 0.713 -1.012
H: 3.453 -0.492 -0.085
H: -0.871 -0.198 -0.287
H: -0.272 -1.204 -1.576
H: -0.697 0.815 -2.556
H: 1.036 0.933 -2.417
H: -0.958 2.010 -0.347
H: 0.740 2.618 -0.596
H: 0.981 -0.497 3.016
H: 0.150 -2.514 2.630
H: -1.862 -3.519 0.394
H: -1.521 -3.796 2.153
H: -3.737 -3.095 2.666
H: -4.002 -3.370 0.888
H: -3.637 -1.781 1.518
H: 3.140 -2.743 0.414
H: 2.999 -1.565 1.691
H: 3.104 -4.447 1.807
H: 1.451 -4.080 2.318
C: 1.744 1.672 11.175
C: 0.629 0.870 10.524
O: -0.063 1.580 9.512
C: 0.711 1.976 8.395
C: 1.299 0.809 7.620
H: 1.377 2.646 11.501
H: 2.142 1.136 12.038
H: 2.572 1.846 10.484
H: -0.118 0.623 11.278
H: 1.009 -0.082 10.134
H: 1.495 2.678 8.700
H: 0.034 2.528 7.740
H: 2.070 0.294 8.195
H: 1.756 1.160 6.693
H: 0.527 0.080 7.380
C: -2.051 -2.466 -8.850
C: -1.920 -2.050 -7.394
O: -1.232 -0.827 -7.214
C: -1.830 0.321 -7.792
C: -3.193 0.637 -7.206
H: -1.079 -2.435 -9.346
H: -2.453 -3.477 -8.921
H: -2.722 -1.802 -9.399
H: -1.336 -2.802 -6.860
H: -2.902 -2.013 -6.908
H: -1.879 0.227 -8.882
H: -1.152 1.150 -7.581
H: -3.938 -0.110 -7.486
H: -3.548 1.605 -7.562
H: -3.137 0.657 -6.116
C: -6.509 -1.150 -11.805
C: -6.356 -0.740 -10.349
O: -5.664 0.482 -10.173
C: -6.270 1.630 -10.739
C: -7.632 1.953 -10.147
H: -5.545 -1.118 -12.315
H: -6.913 -2.160 -11.874
H: -7.188 -0.484 -12.341
H: -5.765 -1.495 -9.829
H: -7.330 -0.705 -9.849
H: -6.330 1.536 -11.829
H: -5.589 2.457 -10.534
H: -8.378 1.206 -10.424
H: -7.982 2.921 -10.506
H: -7.580 1.977 -9.057
C: 3.612 3.922 5.227
C: 3.678 4.354 6.683
O: 4.334 5.593 6.877
C: 3.731 6.717 6.262
C: 2.332 7.014 6.776
H: 4.602 3.967 4.769
H: 3.232 2.903 5.150
H: 2.951 4.567 4.645
H: 4.254 3.616 7.243
H: 2.677 4.377 7.131
H: 3.730 6.604 5.172
H: 4.380 7.564 6.488
H: 1.619 6.245 6.472
H: 1.977 7.968 6.383
H: 2.325 7.056 7.866

As for the SMILES: CCCOC[C@]1(CCCI)C(=O)N[C@@H](OCC)[C@]1(I)CCC(F)(F)C(F)(F)C(F)(F)C(F)(F)F.CCOCC.CCOCC.CCOCC.CCOCC. As for the HOMO-LUMO gap: 9.35 eV. The calculation puts the highest occupied orbital energy at -9.20 eV.



| no. | total energy (a.u.) |
| --- | --- |
| 1 | -8927.609687 |
| 2 | -4765.279079 |
| 3 | -3448.724342 |